[1]
# C27H19Cl6F5N4OPdS

A structure of composition C27H19Cl6F5N4OPdS (the ωB97M-V functional and the def2-TZVPD basis, OMol25).

The value obtained for the energy relative to the best compared isomer or geometry (same formula, charge and spin) is 92.9 kcal/mol. The charge is -2. As for the max |F|: 0.78 eV/Å. For the HOMO energy, the calculation gives -1.910 eV. As for the HOMO-LUMO gap: 0.2203 Eh.

CARTESIAN COORDINATES (ANGSTROEM)
1 Pd 0.49 -0.21 0.29
2 F -4.82 -4.91 -1.87
3 C -3.86 -4.31 -1.14
4 C -4.14 -3.81 0.12
5 F -5.39 -3.92 0.61
6 C -3.15 -3.20 0.86
7 F -3.50 -2.74 2.07
8 C -1.83 -3.06 0.40
9 S -0.59 -2.28 1.34
10 C -1.59 -3.60 -0.86
11 F -0.36 -3.57 -1.38
12 C -2.57 -4.20 -1.63
13 F -2.28 -4.70 -2.84
14 C -2.52 -1.37 4.63
15 N -1.54 -0.65 5.42
16 C -0.70 0.31 4.87
17 N -0.56 0.22 3.53
18 O -0.14 1.13 5.59
19 H -3.15 -1.96 5.30
20 H -2.04 -2.07 3.95
21 H -3.16 -0.71 4.03
22 H -1.83 -0.37 6.35
23 H -0.98 -0.52 2.98
24 H 0.08 0.78 3.00
25 C 5.20 -1.01 0.87
26 C 4.42 0.26 0.62
27 C 5.05 1.44 0.62
28 C 4.61 2.84 0.52
29 C 3.56 3.61 0.25
30 C 1.97 0.96 -0.18
31 C 2.22 1.69 -1.54
32 C 2.97 0.04 0.45
33 N 2.37 -1.05 0.69
34 H 6.27 -0.81 0.90
35 H 4.98 -1.75 0.10
36 H 4.89 -1.46 1.81
37 H 6.13 1.37 0.77
38 H 5.45 3.52 0.70
39 H 3.25 1.73 -1.90
40 H 1.63 4.07 -0.66
41 H 1.42 3.55 1.18
42 H 1.49 1.55 -2.33
43 Cl 2.72 -1.10 -4.96
44 C 1.20 -0.58 -4.29
45 C 0.45 0.37 -4.94
46 C -0.75 0.77 -4.36
47 C -1.13 0.17 -3.17
48 N -0.40 -0.76 -2.55
49 C 0.75 -1.12 -3.09
50 H 0.80 0.81 -5.87
51 H -1.37 1.53 -4.82
52 H -2.05 0.46 -2.67
53 H 1.34 -1.85 -2.54
54 Cl -3.10 -0.18 0.05
55 C -2.24 1.33 -0.16
56 C -0.85 1.35 -0.11
57 C -0.27 2.57 -0.41
58 Cl 1.80 2.85 -0.09
59 C -0.98 3.69 -0.72
60 Cl -0.20 5.21 -1.17
61 C -2.38 3.67 -0.71
62 Cl -3.30 5.10 -1.06
63 C -3.01 2.47 -0.42
64 Cl -4.75 2.41 -0.42


[2]
# CH12O5

A cluster of 5 separate species, CH12O5 in total (the ωB97M-V functional and the def2-TZVPD basis, OMol25).

The value obtained for the energy relative to the best compared isomer or geometry (same formula, charge and spin) is 36.6 kcal/mol. The SMILES is CO.O.O.O.O. As for the max |F|: 4.99 eV/Å. For the HOMO energy, the calculation gives -9.885 eV. As for the HOMO-LUMO gap: 0.3883 Eh.

CARTESIAN COORDINATES (ANGSTROEM)
1 C -1.73 0.72 -1.19
2 O -0.55 -0.06 -1.25
3 H -2.21 0.51 -2.12
4 H -2.33 0.28 -0.36
5 H -1.44 1.74 -0.92
6 H 0.22 0.39 -1.65
7 O 1.52 1.02 1.51
8 H 2.01 1.84 1.34
9 H 0.84 1.24 2.18
10 O -0.48 -3.29 -0.66
11 H -1.37 -3.54 -0.98
12 H -0.84 -2.69 -0.01
13 O 0.60 -0.65 -3.98
14 H 1.52 -1.02 -4.14
15 H 0.22 -1.31 -3.50
16 O 1.31 1.42 4.94
17 H 0.89 1.22 5.76
18 H 1.83 2.18 5.02


[3]
# C4H6NO

The ion C4H6NO with charge +1 (the ωB97M-V functional and the def2-TZVPD basis, OMol25).

The value obtained for the energy relative to the best compared isomer or geometry (same formula, charge and spin) is 69.5 kcal/mol. The SMILES is CC(=O)C1=C[NH2+]1. The charge is +1. As for the max |F|: 3.99 eV/Å. For the HOMO energy, the calculation gives -15.364 eV. As for the HOMO-LUMO gap: 0.3912 Eh.

CARTESIAN COORDINATES (ANGSTROEM)
1 C 1.78 -0.98 -0.20
2 C 1.11 0.21 0.10
3 O 1.64 1.25 0.38
4 C -0.55 0.10 0.19
5 C -1.75 0.03 0.72
6 N -1.60 1.02 -0.35
7 H 1.39 -1.38 -1.07
8 H 1.26 -1.77 0.45
9 H 2.89 -1.04 -0.15
10 H -2.51 -0.23 1.41
11 H -1.96 0.77 -1.32
12 H -1.69 2.03 -0.16